DFT (ωB97M-V/def2-TZVPD) results for a 13-piece molecular cluster, C32H70Cl14N6O6 overall in a non-equilibrium geometry.

The geometry in XYZ format:
```
128
Properties=species:S:1:pos:R:3:mulliken_charge:R:1
Cl -3.9305 -3.3603 -3.9868 -0.182
C -2.6709 -2.2205 -4.3048 0.507
C -2.7956 -1.0175 -3.3332 0.505
Cl -4.4793 -0.3507 -3.3406 -0.220
H -2.6555 -2.0265 -5.3773 0.244
H -1.7372 -2.7494 -4.1137 -0.498
H -2.1628 -0.1493 -3.5175 -0.259
H -2.5091 -1.4356 -2.3683 -0.087
Cl 2.2487 4.9152 -5.8170 -0.206
C 1.2359 4.2119 -4.5006 -0.013
C 1.5785 4.9283 -3.1062 -0.427
Cl 3.2870 4.8277 -2.6166 -0.203
H 1.1694 3.1243 -4.4724 0.018
H 0.2582 4.6074 -4.7762 0.225
H 0.9436 4.6755 -2.2570 0.240
H 1.3797 5.9849 -3.2856 0.402
Cl 0.7905 6.8906 5.1913 -0.186
C 0.6853 6.6936 3.4162 -0.523
C -0.3861 5.6539 3.2146 -0.613
Cl 0.2515 4.1343 3.8200 -0.014
H 1.6622 6.4562 2.9951 0.342
H 0.3665 7.6717 3.0559 0.356
H -0.5845 5.5644 2.1466 0.321
H -1.2831 5.9248 3.7716 0.340
Cl -0.5894 -3.6073 -0.7003 0.021
C 0.2319 -4.7090 -1.8454 -0.005
C 0.0931 -6.1251 -1.2700 -0.589
Cl 1.1184 -6.3243 0.1906 -0.170
H 1.2752 -4.3940 -1.8281 -0.359
H -0.2416 -4.6296 -2.8240 0.333
H 0.4645 -6.8735 -1.9700 0.415
H -0.9309 -6.3590 -0.9784 0.376
Cl -4.3287 6.4695 3.6584 -0.187
C -4.2899 4.9655 2.7229 -0.629
C -3.5598 3.7812 3.5328 0.801
Cl -4.5322 3.2527 4.9277 -0.180
H -3.8184 5.1795 1.7638 0.343
H -5.2839 4.7321 2.3412 0.425
H -2.5780 4.1473 3.8329 -0.361
H -3.4434 2.9389 2.8509 -0.295
Cl -2.4633 -0.1852 5.4086 -0.201
C -1.3118 1.1993 5.5764 0.475
C -0.2169 0.9048 6.7401 -0.173
Cl -1.0276 0.7077 8.3122 -0.200
H -1.8931 2.0860 5.8295 0.388
H -1.0088 1.4592 4.5621 -0.748
H 0.4757 1.7464 6.7462 0.382
H 0.3572 -0.0059 6.5697 0.043
Cl -6.7346 -0.2613 2.5505 -0.202
C -5.1765 0.5792 2.4274 -0.307
C -3.9092 -0.3121 2.3081 0.806
Cl -4.0122 -1.1989 0.8111 -0.124
H -5.0796 1.2347 3.2928 0.011
H -5.3228 1.3349 1.6556 0.386
H -3.8839 -0.9973 3.1554 0.239
H -3.0087 0.3021 2.3049 -0.724
C 1.1608 -4.2789 3.5941 -0.033
O 2.2913 -3.8956 3.9063 -0.586
N 0.0336 -3.5251 3.5705 0.305
C -1.1590 -3.9978 2.9010 -0.695
C -0.1395 -2.2305 4.2123 -0.730
H 0.9556 -5.2132 3.0489 0.369
H -0.9481 -4.8861 2.3055 0.326
H -1.4857 -3.1812 2.2571 0.053
H -1.9036 -4.2953 3.6394 0.283
H -1.0162 -2.2995 4.8564 0.417
H 0.6611 -1.8603 4.8527 0.130
H -0.2174 -1.5505 3.3640 0.156
C 1.6319 -1.5727 -3.4720 -0.219
O 0.4369 -1.3211 -3.2609 -0.023
N 2.1208 -2.3418 -4.5221 0.537
C 3.5320 -2.5251 -4.7257 -1.137
C 1.2536 -2.9638 -5.5074 -0.941
H 2.3954 -1.3082 -2.7242 0.025
H 3.8148 -2.2883 -5.7514 0.363
H 3.8659 -3.5239 -4.4447 0.391
H 4.2195 -1.8793 -4.1795 0.304
H 1.2700 -4.0530 -5.4714 0.298
H 0.1916 -2.7403 -5.4061 0.106
H 1.5418 -2.5791 -6.4857 0.378
C -1.9143 2.0223 -5.2762 -0.042
O -1.2375 2.5099 -4.3416 -0.549
N -1.3724 1.1519 -6.0902 0.382
C -1.8614 0.9185 -7.4357 -1.062
C -0.0784 0.4271 -5.8008 -0.791
H -2.8381 2.4426 -5.7030 0.315
H -1.5486 1.7363 -8.0849 0.350
H -2.9444 0.8037 -7.4799 0.389
H -1.4188 -0.0244 -7.7569 0.302
H 0.6107 0.7282 -6.5898 0.508
H 0.3215 0.5693 -4.7968 -0.136
H -0.2035 -0.6499 -5.9134 0.310
C 2.8170 1.8006 4.0594 -0.028
O 3.1479 2.1718 5.1781 -0.644
N 2.8471 0.5176 3.5731 0.290
C 3.2331 -0.6056 4.4551 -0.802
C 2.4645 0.2080 2.1892 -0.448
H 2.6078 2.5270 3.2589 0.493
H 4.2160 -1.0079 4.2097 0.327
H 2.5009 -1.4086 4.3702 0.081
H 3.2491 -0.3921 5.5238 0.294
H 2.3867 1.0238 1.4705 0.307
H 3.1286 -0.5740 1.8211 0.244
H 1.4407 -0.1651 2.2183 -0.256
C 3.9713 -3.8973 -1.2527 0.003
O 4.7542 -3.7708 -2.1743 -0.611
N 3.5350 -2.9661 -0.3818 0.414
C 2.9054 -3.3106 0.9055 -0.316
C 3.9706 -1.6213 -0.5395 -1.145
H 3.5937 -4.8887 -0.9582 0.456
H 3.6238 -3.0628 1.6868 0.583
H 2.3351 -4.2375 0.8441 -0.368
H 2.1268 -2.6116 1.2108 0.088
H 4.6069 -1.4407 -1.4058 0.315
H 3.0742 -1.0037 -0.5966 0.129
H 4.5371 -1.4961 0.3833 0.530
C -0.4707 2.0105 1.2802 0.042
O -0.9480 1.4620 2.3090 -0.130
N -0.2152 1.2496 0.2371 0.475
C 0.3825 1.7984 -0.9981 -1.212
C -0.7062 -0.1213 -0.0249 -0.188
H -0.1737 3.0671 1.1936 0.006
H 0.7376 2.8266 -0.9287 0.191
H -0.4196 1.8471 -1.7345 0.802
H 1.1875 1.1404 -1.3254 -0.059
H -1.5553 -0.0459 -0.7042 0.513
H 0.0257 -0.6738 -0.6142 -0.184
H -0.9733 -0.6675 0.8798 -0.305
```

The charge is 0. The HOMO-LUMO gap is 9.17 eV. The LUMO energy comes out at -0.0032 hartree. For the molar mass, the calculation gives 1131.29 g/mol. As for the HOMO energy: -9.2607 eV. The total energy comes out at -8483.89715 a.u.